DFT (ωB97M-V/def2-TZVPD) results for a molecular structure, C17H24N8O2Pt.

The spin multiplicity is 5. The expectation value of S² is 6.025. As for the total energy: -1368.39712 hartree. The net charge is +4. The value obtained for the HOMO-LUMO gap (alpha / beta) is 8.4 / 6.1 eV.

Each line ends with the Löwdin charge.
Element x y z (Å)
Pt -0.14786 1.32380 0.65235  1.28
O 0.76070 2.57415 -0.95927  -0.06
O -1.17071 1.59215 -1.36039  -0.09
N -2.65457 2.01669 5.40747  0.31
N 0.23199 -0.77348 0.20004  0.14
N 2.50257 2.49617 3.76476  0.11
N -1.76995 1.44156 3.03548  0.12
N -1.68952 2.98460 -3.66078  0.12
N 1.00817 1.81023 2.37176  -0.04
N 1.37453 2.44681 4.48261  0.19
N 0.87468 -3.10647 -0.37058  0.01
C 1.18173 -5.75972 0.55857  -0.16
C 2.15903 -4.68581 0.98250  -0.09
C 2.22934 -3.56614 -0.13314  -0.04
C -0.12554 1.86626 -5.05095  -0.13
C 2.29385 2.12344 2.50752  -0.06
C -0.19878 -5.21269 0.27173  -0.09
C 0.69256 2.70236 -4.06545  -0.08
C -0.33817 3.17105 -3.00637  -0.14
C -0.92847 1.87179 3.96430  -0.14
C -0.25410 2.40460 -1.70697  -0.59
C -0.10350 -4.07388 -0.82437  -0.04
C -1.38229 2.19552 5.26712  0.09
C 0.51376 -1.86124 -0.05584  -0.09
C -3.57387 1.60528 4.58763  0.06
C -1.44595 2.60503 -5.11951  -0.06
C -3.05788 1.30206 3.30887  0.00
C 0.48997 2.03216 3.62119  -0.30
H -1.36811 3.53346 -5.68211  0.15
H -2.19182 2.23376 -3.17841  0.17
H 1.09087 -6.47529 1.38860  0.16
H 1.51776 2.16225 -3.60742  0.13
H 1.87648 -4.21574 1.92565  0.13
H -0.74459 2.55891 6.07210  0.18
H -0.20466 4.22417 -2.76204  0.18
H 1.11143 3.57702 -4.55986  0.14
H 1.56497 -6.32563 -0.29248  0.14
H -2.26485 3.82474 -3.59012  0.20
H -0.27354 0.84597 -4.69137  0.13
H 3.36733 2.80887 4.19616  0.21
H 2.86275 -2.73629 0.16764  0.15
H -0.67612 -4.79508 1.15925  0.13
H -0.86566 -5.96045 -0.15977  0.15
H 0.34630 1.80828 -6.02932  0.14
H 0.27614 -4.52856 -1.74286  0.17
H -3.73916 0.95401 2.54151  0.15
H -1.06440 -3.59270 -0.98536  0.15
H -2.29684 2.03273 -5.47865  0.15
H 2.59139 -4.03101 -1.05331  0.17
H 3.04921 2.10866 1.73726  0.16
H -4.61770 1.51803 4.88097  0.18
H 3.18108 -5.05642 1.07368  0.15

Force components x, y, z for each atom (eV/Å):
0.17 0.48 -0.42
-0.66 -0.35 -0.15
0.46 0.36 0.34
-0.04 -0.01 -0.02
0.12 -0.18 -0.05
-0.02 0.00 0.02
-0.07 -0.04 0.07
0.03 -0.01 -0.04
-0.27 -0.08 0.13
0.05 0.00 -0.04
-0.02 0.04 -0.16
0.00 0.03 0.00
-0.01 -0.04 0.01
0.00 0.00 0.01
0.02 0.01 0.00
0.03 0.06 -0.10
0.02 -0.04 0.02
-0.04 0.03 0.02
0.19 0.10 0.01
0.06 -0.02 -0.05
0.02 -0.41 0.22
-0.02 0.00 0.00
0.06 -0.01 -0.03
0.05 -0.07 0.15
0.02 0.03 0.03
0.00 0.00 0.01
0.04 0.03 0.00
-0.09 0.02 0.00
-0.01 0.01 0.01
0.00 -0.01 0.03
0.00 0.00 0.00
-0.01 -0.01 0.01
0.00 0.01 0.01
-0.02 0.00 0.01
-0.02 0.02 -0.03
0.00 0.01 0.00
0.01 0.01 -0.02
-0.01 0.01 0.01
-0.01 0.00 0.01
0.01 0.00 0.00
0.00 0.01 -0.01
0.00 0.01 0.01
-0.01 0.02 0.01
-0.01 0.00 0.00
0.02 0.00 0.01
0.00 0.00 0.00
0.00 0.01 -0.02
0.00 0.00 0.00
-0.01 -0.01 0.00
0.00 -0.02 0.00
0.00 0.00 0.00
0.00 0.01 0.01